No. 1
DFT (the ωB97M-V functional and the def2-TZVPD basis) results for a molecular structure, C3H10N2O at a distorted geometry.

Cartesian coordinates (Å):
C1 1.618 0.636 -0.886
N1 1.050 1.593 0.102
C2 0.607 0.832 1.228
O1 0.437 -0.414 1.421
C3 0.476 -0.215 -1.482
N2 -0.524 0.722 -2.059
H1 2.368 -0.040 -0.453
H2 2.113 1.175 -1.717
H3 -3.724 -3.766 4.351
H4 0.601 1.467 2.148
H5 -0.125 1.200 0.297
H6 -3.735 -3.327 3.755
H7 0.837 -0.870 -2.261
H8 0.038 -0.770 -0.674
H9 -1.390 0.253 -2.291
H10 -0.647 1.523 -1.478

Results
* highest occupied orbital energy: -9.32 eV
* ΔE to the lowest compared entry with this formula, charge and spin: 474.6 kJ/mol
* lowest unoccupied orbital energy: 0.2782 eV

No. 2
DFT (the ωB97M-V functional and the def2-TZVPD basis) results for 2 unconnected molecules or ions with the total composition C3H10N2O2 at a distorted geometry.

Cartesian coordinates (Å):
C1 -0.800 1.212 1.458
N1 0.237 1.358 2.443
O1 -0.448 0.163 0.599
O2 -2.076 0.947 1.966
H1 -2.133 0.002 2.153
H2 0.328 0.474 -0.043
H3 -0.889 2.165 0.916
H4 0.314 0.515 3.005
H5 0.036 2.132 3.067
C2 0.100 -1.679 -2.172
C3 1.054 -0.819 -1.407
N2 1.931 -0.035 -1.861
H6 1.866 0.115 -2.874
H7 0.947 -0.849 -0.221
H8 -0.913 -1.490 -1.811
H9 0.147 -1.475 -3.242
H10 0.298 -2.733 -1.976

Results
* SMILES string: [H]/N=C\C.NC(O)O
* highest occupied orbital energy: -9.84 eV
* ΔE to the lowest compared entry with this formula, charge and spin: 229.6 kJ/mol
* lowest unoccupied orbital energy: 0.8655 eV

No. 3
DFT (the ωB97M-V functional and the def2-TZVPD basis) results for 3 unconnected molecules or ions with the total composition C3H10N2O2 at a distorted geometry.

Cartesian coordinates (Å):
C1 0.501 0.287 2.285
N1 -0.238 0.053 1.060
C2 0.503 -0.228 -0.082
C3 -0.205 -1.415 -0.726
N2 0.094 -1.810 -1.951
O1 -1.072 -1.994 -0.047
H1 1.079 -0.603 2.542
H2 1.136 1.164 2.202
H3 -0.200 0.513 3.089
H4 -0.869 -0.805 1.068
H5 0.601 0.683 -0.778
H6 1.499 -0.606 0.198
H7 -2.008 0.757 -1.588
H8 -2.520 0.472 -1.136
H9 0.341 -0.945 -2.453
H10 0.924 2.484 -2.179
O2 0.436 1.993 -1.504

Results
* highest occupied orbital energy: -9.27 eV
* ΔE to the lowest compared entry with this formula, charge and spin: 864.1 kJ/mol
* lowest unoccupied orbital energy: -4.3963 eV

No. 4
DFT (the ωB97M-V functional and the def2-TZVPD basis) results for a molecular structure, C3H10N2O2 at a distorted geometry.

Cartesian coordinates (Å):
C1 -0.390 -0.656 -0.316
C2 -0.392 0.643 0.237
C3 1.546 -0.519 0.576
N1 -3.172 0.717 0.258
N2 2.318 -0.046 -0.550
O1 -2.035 1.075 -0.496
O2 -0.047 -0.902 -1.586
H1 0.795 -0.402 -1.754
H2 -0.995 -1.435 0.137
H3 -2.981 0.913 1.242
H4 -3.300 -0.295 0.169
H5 2.597 0.924 -0.444
H6 3.152 -0.597 -0.728
H7 -0.652 0.749 1.283
H8 0.155 1.437 -0.255
H9 1.748 -0.013 1.518
H10 1.652 -1.593 0.707

Results
* highest occupied orbital energy: -7.14 eV
* ΔE to the lowest compared entry with this formula, charge and spin: 655.4 kJ/mol
* lowest unoccupied orbital energy: 0.7137 eV

Q: What is the ΔE to the lowest compared entry with this formula, charge and spin in the third record?
A: 864.1 kJ/mol

Q: Which value of highest occupied orbital energy does entry 1 give?
A: -9.32 eV